ORCA calculation (ωB97M-V with the def2-TZVPD basis set) on 2 unconnected molecules or ions with the total composition C4H10N2P at a distorted geometry.

Summary:
- Frontier orbital gap (spin up / spin down): 7.6 / 7.3 eV
- Energy relative to the best compared isomer or geometry (same formula, charge and spin): 60.9 kcal per mole
- Molecular weight: 117.112 g/mol
- HOMO energy (spin up / spin down): -12.02 / -12.10 eV
- Net charge: +1

Structure (XYZ):
```
17
C4H10N2P ωB97M-V with the def2-TZVPD basis set
C 1.078 -1.569 -0.040
C 0.305 1.153 -0.060
C 1.752 0.857 -0.329
C -0.367 0.243 0.903
N 1.823 -0.607 -0.648
N 0.054 -1.084 0.792
P -3.455 -0.457 -0.220
H 1.238 -2.639 -0.234
H 0.153 2.195 0.311
H -0.357 1.035 -1.020
H 2.329 1.324 -1.141
H 2.150 0.886 0.658
H -1.035 0.539 1.664
H 2.523 -0.807 -1.325
H -0.422 -1.907 1.197
H -3.644 0.503 -1.200
H -4.125 0.336 0.691
```

Here are the Mulliken charges for atoms 1 to 5, given in e: C -0.140; C -0.371; C -0.482; C -0.624; N -0.122